1.
Entry from OMol25: an isolated molecule of C3H5Cl2F (ωB97M-V with the def2-TZVPD basis set).

Calculated values
gap between HOMO and LUMO = 11.944 eV
energy above the lowest of the compared OMol25 structures with the same formula, charge and spin = 31.6 kJ/mol
structure (SMILES) = CCC(F)(Cl)Cl
2S+1 = 1
LUMO energy = 0.79 eV
E_HOMO = -11.2 eV

Last column: natural (NBO) charge in e.
Positions of all 11 atoms, in Å:
C -1.29019 -0.26025 -0.05865  -0.619
C 0.17529 -0.46621 -0.42177  -0.473
C 1.01530 0.45704 0.40044  0.393
F 0.73149 0.29745 1.64648  -0.308
Cl 0.56161 2.19063 -0.02149  -0.080
Cl 2.71247 0.13028 -0.05577  -0.020
H -1.96407 -0.84550 -0.64549  0.220
H -1.49664 -0.36356 0.97213  0.216
H -1.36018 0.78097 -0.28060  0.220
H 0.52341 -1.43725 -0.10693  0.219
H 0.39151 -0.48360 -1.42834  0.232

***

2.
Entry from OMol25: an isolated molecule of C3H5Cl2FO (ωB97M-V with the def2-TZVPD basis set).

Calculated values
gap between HOMO and LUMO = 11.485 eV
energy above the lowest of the compared OMol25 structures with the same formula, charge and spin = 0.0 kJ/mol
structure (SMILES) = C[C@H](O)C(F)(Cl)Cl
2S+1 = 1
LUMO energy = 0.66 eV
E_HOMO = -10.8 eV

Last column: natural (NBO) charge in e.
Positions of all 12 atoms, in Å:
C -1.28325 -1.32024 -1.06185  -0.638
C -0.97690 -0.67161 0.30948  0.043
O -2.13140 0.17893 0.63035  -0.716
C 0.33151 0.17784 0.27636  0.266
F 0.55118 0.64897 1.54270  -0.337
Cl 0.20818 1.53859 -0.82581  0.027
Cl 1.59700 -0.98609 -0.04397  0.004
H -0.44143 -2.04621 -1.16379  0.222
H -1.16013 -0.55694 -1.82127  0.226
H -2.27872 -1.73724 -0.96448  0.233
H -0.84661 -1.45724 1.10289  0.195
H -2.29881 0.01713 1.56187  0.475

***

3.
Entry from OMol25: a cluster of 2 separate species, C3H5Cl2N in total (ωB97M-V with the def2-TZVPD basis set).

Calculated values
gap between HOMO and LUMO (spin up / spin down) = 6.630 / 8.447 eV
energy above the lowest of the compared OMol25 structures with the same formula, charge and spin = 442.8 kJ/mol
2S+1 = 1
LUMO energy (spin up / spin down) = -2.52 / -1.69 eV
E_HOMO (spin up / spin down) = -9.2 / -10.1 eV

Last column: natural (NBO) charge in e.
Positions of all 11 atoms, in Å:
C -0.64136 0.80470 0.42729  -0.345
C -1.10913 -0.13347 -0.64296  -0.393
C 0.02732 -0.61335 0.27575  -0.154
N 1.22593 -0.69964 -0.37872  -0.260
Cl 2.24167 1.63491 -0.24414  -0.292
Cl 2.36664 -1.61237 0.34302  0.255
H 0.05829 1.64229 0.36280  0.272
H -1.21936 0.87991 1.22680  0.207
H -2.18321 -0.61386 -0.73074  0.245
H -0.74440 0.09233 -1.66584  0.244
H -0.02237 -1.38146 1.02672  0.220

***

4.
Entry from OMol25: a cluster of 2 separate species, C3H5Cl2N in total (ωB97M-V with the def2-TZVPD basis set).

Calculated values
gap between HOMO and LUMO (spin up / spin down) = 7.772 / 8.304 eV
energy above the lowest of the compared OMol25 structures with the same formula, charge and spin = 353.0 kJ/mol
2S+1 = 1
LUMO energy (spin up / spin down) = -0.32 / -0.20 eV
E_HOMO (spin up / spin down) = -8.1 / -8.5 eV

Last column: natural (NBO) charge in e.
Positions of all 11 atoms, in Å:
C 1.43717 0.74623 2.14925  0.122
C 0.03729 -0.62811 -1.25859  -0.416
C -0.97094 -0.03703 -0.40184  -0.164
N 0.34655 0.61887 1.58616  -0.625
Cl -0.71866 -1.59864 -2.65979  -0.130
Cl -1.67657 1.45457 -0.84422  0.014
H 2.38263 0.49503 1.69497  0.157
H 0.66651 0.10634 -1.75237  0.230
H 0.63034 -1.37008 -0.72833  0.232
H -1.61352 -0.67351 0.18300  0.197
H -0.52081 0.88633 2.03177  0.383

***

5.
Entry from OMol25: a cluster of 2 separate species, C3H5Cl2N in total (ωB97M-V with the def2-TZVPD basis set).

Calculated values
gap between HOMO and LUMO (spin up / spin down) = 6.978 / 7.928 eV
energy above the lowest of the compared OMol25 structures with the same formula, charge and spin = 123.9 kJ/mol
2S+1 = 3
LUMO energy (spin up / spin down) = 0.79 / -2.12 eV
E_HOMO (spin up / spin down) = -6.2 / -10.0 eV

Last column: natural (NBO) charge in e.
Positions of all 11 atoms, in Å:
C 1.46863 0.51633 -1.15903  -0.505
C 0.74605 -0.46123 -0.66852  -0.112
C -1.16294 -0.07056 0.27666  0.118
N -0.89178 -0.51481 1.55839  -0.868
Cl -2.33337 -0.97627 -0.59295  0.051
Cl -1.23934 1.71624 -0.08258  -0.044
H 2.40488 0.37660 -1.73012  0.207
H 1.36759 1.49876 -0.85799  0.205
H 0.87937 -1.48200 -0.72559  0.171
H -1.29264 0.15486 2.18604  0.386
H 0.05355 -0.75793 1.79570  0.391

***

6.
Entry from OMol25: a cluster of 2 separate species, C3H5Cl2NO2 in total (ωB97M-V with the def2-TZVPD basis set).

Calculated values
gap between HOMO and LUMO = 9.667 eV
energy above the lowest of the compared OMol25 structures with the same formula, charge and spin = 392.7 kJ/mol
structure (SMILES) = C/C=C(\Cl)[N+](=O)[O-].Cl
2S+1 = 1
LUMO energy = -0.42 eV
E_HOMO = -10.1 eV

Last column: natural (NBO) charge in e.
Positions of all 13 atoms, in Å:
C -2.18812 -0.64684 0.40577  -0.677
C -0.97906 0.17538 0.31120  -0.126
C 0.26595 -0.28649 0.56648  -0.026
Cl 0.77455 -1.89535 0.78312  0.077
N 1.41957 0.61383 0.41531  0.506
O 2.47946 0.08904 0.16515  -0.349
O 1.20177 1.77515 0.68543  -0.377
H -2.73440 -0.78243 -0.51461  0.243
H -3.03567 -0.33845 1.14443  0.240
H -1.83513 -1.56121 0.92665  0.231
H -1.17866 1.28877 0.13579  0.252
Cl 2.51734 0.28083 -2.60675  -0.268
H 3.29238 1.28779 -2.41798  0.274

***

7.
Entry from OMol25: a cluster of 2 separate species, C3H5Cl5 in total (ωB97M-V with the def2-TZVPD basis set).

Calculated values
gap between HOMO and LUMO = 11.266 eV
energy above the lowest of the compared OMol25 structures with the same formula, charge and spin = 75.7 kJ/mol
structure (SMILES) = ClC(Cl)Cl.ClCCCl
2S+1 = 1
LUMO energy = 0.44 eV
E_HOMO = -10.8 eV

Last column: natural (NBO) charge in e.
Positions of all 13 atoms, in Å:
Cl -8.30250 6.29393 -10.17078  -0.004
C -8.34154 6.66346 -8.42883  -0.303
Cl -6.95194 7.69932 -8.04345  0.010
Cl -8.38850 5.22071 -7.37027  0.026
H -9.24857 7.24038 -8.24840  0.248
Cl -11.28271 6.64566 -8.27620  -0.051
C -11.08426 7.35346 -9.92449  -0.391
C -10.13403 8.56822 -9.80976  -0.430
Cl -10.77816 9.77522 -8.67548  -0.053
H -12.06694 7.61223 -10.31878  0.235
H -10.70240 6.56328 -10.57094  0.241
H -10.03330 9.11899 -10.74495  0.238
H -9.07847 8.44661 -9.56660  0.234

***

8.
Entry from OMol25: a cluster of 2 separate species, C3H5ClF2 in total (ωB97M-V with the def2-TZVPD basis set).

Calculated values
gap between HOMO and LUMO (spin up / spin down) = 8.278 / 9.282 eV
energy above the lowest of the compared OMol25 structures with the same formula, charge and spin = 393.1 kJ/mol
2S+1 = 1
LUMO energy (spin up / spin down) = 0.17 / 0.64 eV
E_HOMO (spin up / spin down) = -8.1 / -8.6 eV

Last column: natural (NBO) charge in e.
Positions of all 11 atoms, in Å:
C 1.51628 0.12053 -0.16130  -0.729
C 0.53206 -0.79159 -0.74961  0.258
C -1.77665 0.57823 0.62589  0.183
F 0.14431 -1.82129 0.05965  -0.351
F -1.97011 1.72641 -0.00275  -0.324
Cl -3.12727 -0.55575 0.49865  -0.034
H 1.05063 0.70728 0.68004  0.224
H 1.98044 0.80350 -0.95767  0.236
H 2.44495 -0.47822 0.20319  0.225
H 0.46282 -0.95561 -1.79577  0.150
H -1.25746 0.66650 1.59969  0.162